The following is a quantum chemistry calculation of C29H20CaCl2F5N5O5S2Se2 as an isolated structure, from the Open Molecules 2025 dataset.

## Properties
- F_max (hartree/bohr) = 0.0223
- LUMO level (eV) = 3.7
- spin multiplicity = 1
- total charge = -2

The geometry in XYZ format:
```
71
Properties=species:S:1:pos:R:3:forces:R:3:mulliken_charge:R:1
Ca -0.410 -0.340 -0.880 -0.45 0.49 0.94 1.496
O 2.098 -3.496 1.164 0.05 -0.10 -0.03 -0.829
C 1.505 -2.398 1.237 0.09 0.38 0.40 -0.058
N 1.329 -1.514 0.267 0.59 -0.40 -0.56 -0.134
C 2.110 -1.963 -0.885 0.14 0.08 -0.03 -1.106
C 2.174 -1.039 -2.085 0.26 -0.14 0.04 1.082
C 2.940 -1.454 -3.174 0.03 -0.01 0.04 -0.763
C 2.981 -0.670 -4.303 0.05 -0.01 -0.09 -0.535
C 2.278 0.525 -4.323 -0.09 0.20 0.07 -0.913
C 1.564 0.883 -3.198 0.14 0.14 0.05 -0.454
N 1.517 0.116 -2.104 0.23 -0.24 -0.20 0.009
C 1.010 -2.018 2.626 0.03 -0.25 -0.04 0.407
C 0.839 -3.041 3.565 -0.03 0.11 -0.06 -0.560
C 0.449 -2.713 4.848 -0.01 -0.07 -0.02 -0.416
C 0.254 -1.376 5.165 -0.01 0.03 -0.02 -0.712
C 0.468 -0.435 4.172 -0.05 0.04 0.12 -0.097
N 0.844 -0.740 2.937 -0.07 0.10 -0.13 -0.163
H 1.777 -2.949 -1.248 0.07 0.08 -0.03 0.326
H 3.149 -2.136 -0.569 -0.04 -0.04 -0.06 0.545
H 3.476 -2.393 -3.121 -0.01 -0.03 0.01 0.481
H 3.553 -0.983 -5.169 0.02 -0.02 -0.01 0.372
H 2.282 1.176 -5.186 0.01 0.00 -0.02 0.423
H 1.012 1.811 -3.131 -0.05 -0.01 -0.05 0.411
H 1.026 -4.057 3.248 0.00 0.00 0.01 0.490
H 0.300 -3.485 5.595 0.00 0.00 -0.01 0.396
H -0.054 -1.067 6.155 -0.01 0.02 0.04 0.393
H 0.332 0.623 4.375 -0.01 0.04 0.02 0.409
Se -2.946 -2.135 2.730 0.01 0.07 -0.12 -0.088
Se -3.506 -0.553 1.144 -0.02 0.25 0.20 -0.029
C -2.280 0.855 1.666 -0.21 -0.03 0.04 -0.508
C -2.757 1.905 2.437 -0.04 -0.04 -0.01 -0.674
C -1.885 2.940 2.727 0.11 0.04 0.00 -0.619
C -0.588 2.883 2.247 0.08 -0.04 -0.05 -0.852
C -0.206 1.796 1.471 -0.04 -0.01 0.37 -0.350
N -1.045 0.794 1.201 -0.07 0.11 0.04 1.050
C -1.944 -3.341 1.605 -0.08 -0.24 0.32 0.357
C -1.831 -4.653 2.062 0.05 0.03 -0.10 -0.894
C -1.093 -5.542 1.303 -0.04 -0.01 0.03 -0.311
C -0.518 -5.098 0.124 -0.06 0.04 0.01 -1.145
C -0.702 -3.776 -0.237 0.00 -0.22 -0.12 -0.112
N -1.399 -2.907 0.494 -0.03 0.17 -0.06 0.422
H -3.780 1.908 2.784 0.01 -0.03 -0.02 0.451
H -2.216 3.787 3.314 0.00 0.01 0.02 0.424
H 0.129 3.665 2.451 -0.05 -0.02 0.03 0.718
H 0.802 1.719 1.078 0.04 0.01 -0.07 0.298
H -2.304 -4.957 2.986 -0.04 0.00 0.04 0.377
H -0.972 -6.568 1.629 0.01 0.00 0.00 0.354
H 0.077 -5.751 -0.497 0.04 -0.01 -0.03 0.427
H -0.267 -3.383 -1.144 -0.02 -0.07 -0.09 0.587
O -2.751 -2.439 -3.812 0.16 -0.11 -0.12 -0.686
S -1.851 -1.566 -3.122 -0.19 -0.14 0.27 0.997
O -2.353 -1.053 -1.846 -0.71 -0.07 -0.49 -0.590
O -0.470 -1.987 -2.937 0.05 -0.14 -0.27 -0.500
O -1.638 -0.250 -4.055 0.34 -0.26 -0.04 -0.025
F -0.784 7.365 -0.355 -0.01 0.01 0.01 -0.353
C 0.118 6.360 -0.374 0.12 -0.14 -0.03 0.622
C 0.715 5.920 0.794 -0.06 0.02 -0.24 0.430
F 0.381 6.496 1.971 -0.03 0.01 0.01 -0.392
C 1.642 4.896 0.761 0.00 0.07 -0.02 0.025
F 2.161 4.534 1.956 0.07 -0.01 -0.06 -0.496
C 2.037 4.239 -0.413 0.18 -0.25 -0.10 0.063
S 3.195 2.948 -0.452 -0.17 0.24 0.11 -0.428
C 1.397 4.718 -1.570 -0.06 0.10 -0.01 0.143
F 1.685 4.187 -2.770 0.03 0.00 0.06 -0.434
C 0.474 5.744 -1.566 0.02 0.01 0.25 0.276
F -0.084 6.162 -2.715 -0.04 0.03 -0.02 -0.356
Cl -3.702 0.239 -5.641 -0.06 0.06 0.03 -0.272
C -2.687 0.634 -4.175 -0.19 0.21 -0.10 -0.313
Cl -1.447 2.164 -1.572 0.11 -0.10 -0.11 -0.630
H -3.342 0.615 -3.308 0.00 0.08 -0.06 0.233
H -2.270 1.619 -4.353 -0.10 -0.05 0.09 0.302
```
Forces are in eV/Å.

---

The following is a quantum chemistry calculation of a 2-piece molecular cluster, C12H13P overall, from the Open Molecules 2025 dataset.

## Properties
- F_max (hartree/bohr) = 0.0797
- LUMO level (spin up / spin down) (eV) = 0.0 / 0.1
- spin multiplicity = 1

The geometry in XYZ format:
```
26
Properties=species:S:1:pos:R:3:forces:R:3:mulliken_charge:R:1
C 4.341 -0.054 -0.135 2.21 -0.38 0.21 -0.212
C 3.755 0.020 -1.370 -0.61 0.16 -0.12 -0.449
C 3.662 0.218 1.037 -1.83 -0.40 -1.89 -0.729
C 2.404 0.292 -1.402 -2.08 0.08 -1.75 -0.274
C 2.266 0.418 0.997 1.26 0.52 -1.94 -0.426
C 1.671 0.513 -0.236 0.34 -0.67 -0.90 0.055
C -1.146 0.666 -0.084 1.24 -0.91 0.15 0.036
C -1.546 -0.449 0.517 -0.52 2.89 -0.32 0.506
C -3.081 -0.387 0.769 1.02 1.21 -2.18 -0.904
C -3.408 0.836 -1.449 -2.55 1.30 -2.94 -0.762
C -3.638 0.843 -0.034 3.11 -1.85 1.25 -0.292
C -0.624 -1.435 1.042 1.45 -2.13 0.74 -1.099
P -2.216 1.961 -0.650 -0.09 0.14 0.11 -0.183
H 5.409 -0.376 -0.143 -0.82 0.58 0.47 0.278
H 4.306 -0.096 -2.300 -0.07 -0.22 0.27 0.370
H 4.180 0.236 1.921 1.04 -0.11 2.17 0.451
H 1.918 0.245 -2.417 0.28 0.37 1.23 0.281
H 1.650 0.609 1.796 -0.82 0.34 2.27 0.641
H -3.596 -1.234 0.352 -0.17 -0.77 0.16 0.297
H -3.284 -0.256 1.796 -0.24 -0.10 1.30 0.433
H -3.224 -0.127 -1.928 0.42 0.39 -0.10 0.317
H -4.199 1.508 -2.014 1.57 -1.60 0.85 0.272
H -4.458 1.252 0.391 -2.58 1.44 1.03 0.592
H 0.322 -1.089 1.589 -1.64 -0.07 -0.93 0.193
H -0.258 -2.086 0.205 -0.30 0.27 0.83 0.206
H -1.207 -2.029 1.750 0.38 -0.49 0.01 0.403
```
Forces are in eV/Å.

---

The following is a quantum chemistry calculation of a 12-piece molecular cluster, C52H74N13O overall, from the Open Molecules 2025 dataset.

## Properties
- F_max (hartree/bohr) = 0.0046
- LUMO level (eV) = -2.9
- spin multiplicity = 1
- total charge = +1

The geometry in XYZ format:
```
140
Properties=species:S:1:pos:R:3:forces:R:3:mulliken_charge:R:1
C 3.706 4.389 1.316 0.05 0.06 0.03 -1.086
C 2.455 5.229 1.056 0.00 0.03 -0.08 -0.303
C 1.881 5.043 -0.357 0.00 0.03 0.04 -0.994
C 0.376 5.277 -0.422 -0.01 0.01 -0.02 -0.701
N -0.296 4.096 0.144 0.03 0.11 -0.03 -0.360
N -1.709 4.064 -0.147 0.04 0.02 0.06 0.017
C -2.436 5.282 0.341 -0.03 -0.03 -0.03 -0.691
C -2.253 5.438 1.853 -0.06 -0.01 0.14 -0.475
O -1.927 4.225 2.493 0.14 0.01 -0.17 -0.404
C -2.586 3.091 1.990 -0.19 -0.05 0.14 -0.392
C -2.357 2.866 0.480 -0.01 -0.08 -0.08 -0.796
H 3.648 3.421 0.815 -0.03 -0.03 0.06 0.423
H 3.841 4.196 2.380 0.02 0.04 -0.01 0.148
H 4.607 4.891 0.963 0.00 -0.04 -0.05 0.323
H 2.699 6.286 1.188 -0.09 -0.01 0.10 0.313
H 1.679 4.995 1.790 0.02 -0.11 -0.03 0.302
H 2.354 5.724 -1.064 0.06 -0.03 0.02 0.461
H 2.104 4.032 -0.718 -0.04 0.02 -0.04 0.354
H 0.049 5.472 -1.453 0.02 -0.04 -0.01 0.439
H 0.120 6.143 0.191 0.01 0.02 -0.05 0.368
H 0.090 3.264 -0.294 -0.03 -0.07 0.06 0.332
H -1.854 4.004 -1.160 -0.04 0.08 -0.01 0.452
H -2.083 6.149 -0.212 0.00 0.00 0.03 0.446
H -3.478 5.106 0.071 0.02 -0.01 0.01 0.454
H -1.438 6.120 2.086 0.02 0.00 -0.06 0.379
H -3.177 5.864 2.259 0.00 -0.01 0.00 0.346
H -3.664 3.132 2.172 0.02 0.10 0.02 0.284
H -2.182 2.251 2.550 -0.05 -0.04 -0.04 0.348
H -3.310 2.742 -0.038 0.01 -0.06 0.03 0.593
H -1.732 2.001 0.265 0.08 0.06 0.01 0.374
N -5.787 0.883 -0.136 0.01 0.13 -0.05 0.330
C -6.899 1.492 -0.645 0.01 0.03 -0.02 -0.437
C -7.372 2.366 0.298 0.00 0.01 0.00 -0.791
C -6.516 2.272 1.430 0.05 0.05 -0.04 -0.362
C -5.550 1.347 1.131 0.17 -0.06 -0.02 -1.030
H -5.270 0.168 -0.617 -0.09 -0.10 0.03 0.195
H -7.262 1.239 -1.627 0.00 -0.01 0.01 0.443
H -8.244 2.989 0.197 0.00 0.00 0.00 0.466
H -6.613 2.807 2.361 -0.02 -0.02 0.01 0.531
H -4.733 0.958 1.718 -0.07 -0.07 0.05 0.703
N -7.789 -1.934 -3.383 -0.01 0.11 0.03 0.113
C -7.832 -1.986 -2.016 0.00 0.02 -0.04 -1.395
C -6.543 -1.963 -1.556 -0.01 -0.06 0.04 -0.259
C -5.691 -1.901 -2.694 0.05 0.08 0.02 -0.140
C -6.494 -1.880 -3.807 0.02 0.02 -0.05 -0.871
H -8.591 -1.961 -3.986 0.01 -0.02 -0.01 0.188
H -8.769 -2.040 -1.488 0.00 -0.01 0.00 0.445
H -6.250 -2.003 -0.519 -0.01 -0.12 0.00 0.760
H -4.612 -1.875 -2.695 0.00 -0.02 0.00 0.486
H -6.243 -1.842 -4.854 -0.01 -0.01 0.00 0.548
N 6.675 5.573 3.890 -0.04 -0.02 -0.02 0.017
C 6.683 6.641 3.035 -0.03 0.01 -0.02 -0.607
C 7.935 6.731 2.487 0.00 -0.02 -0.02 -0.384
C 8.712 5.674 3.034 -0.03 0.01 -0.02 -0.534
C 7.906 4.978 3.895 0.03 -0.04 0.01 -0.395
H 5.891 5.268 4.438 0.02 0.01 0.05 0.266
H 5.804 7.246 2.889 0.01 0.02 0.03 0.416
H 8.259 7.472 1.775 0.00 0.00 0.01 0.422
H 9.744 5.452 2.820 0.00 0.00 0.00 0.417
H 8.103 4.116 4.508 0.00 0.01 0.01 0.413
N 4.202 1.084 5.952 0.00 -0.01 -0.02 0.028
C 4.201 2.146 5.090 0.02 0.00 0.04 -0.689
C 5.452 2.235 4.536 -0.03 0.04 -0.06 -0.148
C 6.235 1.183 5.084 0.00 0.01 0.01 -0.902
C 5.435 0.493 5.954 0.02 -0.01 0.01 -0.366
H 3.422 0.790 6.510 0.00 0.01 0.01 0.185
H 3.320 2.750 4.952 0.00 -0.01 -0.01 0.406
H 5.775 2.964 3.811 -0.01 -0.04 -0.04 0.669
H 7.268 0.963 4.870 0.00 0.00 0.00 0.423
H 5.649 -0.361 6.574 0.00 0.03 0.03 0.378
N -3.845 -3.538 -5.187 0.00 -0.06 0.08 0.090
C -3.767 -4.375 -6.265 0.03 0.05 -0.04 -0.418
C -3.264 -3.657 -7.319 -0.01 0.01 0.01 -0.954
C -3.033 -2.334 -6.855 0.04 0.00 0.02 -0.032
C -3.400 -2.294 -5.536 0.00 0.02 0.02 -0.789
H -4.196 -3.791 -4.279 -0.05 -0.03 -0.03 0.220
H -4.073 -5.404 -6.196 0.02 -0.01 0.00 0.453
H -3.086 -4.039 -8.310 0.00 0.00 0.00 0.404
H -2.651 -1.496 -7.415 -0.05 -0.02 -0.06 0.734
H -3.385 -1.486 -4.825 -0.01 0.01 -0.01 0.311
N -2.672 0.688 -9.755 -0.03 -0.01 0.01 0.093
C -3.763 1.312 -10.295 0.00 0.01 0.00 -0.550
C -4.291 2.135 -9.338 0.00 -0.01 0.01 -0.406
C -3.487 2.000 -8.175 -0.01 -0.02 0.07 -0.687
C -2.497 1.097 -8.460 0.00 0.05 -0.08 -0.312
H -2.096 0.033 -10.251 0.01 0.00 0.00 0.190
H -4.068 1.122 -11.309 0.00 0.00 0.00 0.400
H -5.156 2.765 -9.459 0.00 0.00 0.00 0.399
H -3.622 2.506 -7.234 0.00 0.00 0.00 0.398
H -1.683 0.731 -7.857 0.03 0.03 -0.02 0.443
N -8.528 -7.512 -3.593 0.00 0.00 -0.01 0.019
C -7.533 -7.533 -4.531 0.00 0.00 0.01 -0.647
C -6.985 -6.279 -4.587 -0.01 0.01 0.00 -0.448
C -7.677 -5.470 -3.644 0.01 0.00 -0.05 0.436
C -8.624 -6.261 -3.049 0.01 0.00 0.02 -0.874
H -9.102 -8.296 -3.346 0.00 0.00 0.00 0.172
H -7.302 -8.430 -5.079 0.00 0.00 0.00 0.384
H -6.187 -5.971 -5.241 -0.01 0.00 -0.01 0.325
H -7.498 -4.429 -3.436 0.02 -0.03 0.06 0.355
H -9.351 -6.041 -2.286 0.00 0.00 0.00 0.361
N 7.284 -2.477 8.180 -0.04 0.03 -0.01 0.029
C 7.638 -2.315 9.492 0.02 0.00 0.00 -0.568
C 8.943 -1.903 9.525 0.01 -0.01 -0.01 -0.409
C 9.394 -1.816 8.179 0.02 0.05 0.00 -0.384
C 8.348 -2.175 7.373 -0.01 -0.01 0.00 -0.595
H 6.387 -2.790 7.861 0.02 -0.06 0.00 0.215
H 6.938 -2.507 10.287 0.00 -0.01 0.00 0.403
H 9.513 -1.693 10.415 -0.01 0.02 0.00 0.427
H 10.377 -1.529 7.843 -0.01 0.02 0.00 0.465
H 8.275 -2.248 6.302 0.00 -0.01 0.00 0.440
N 11.989 -5.861 8.835 0.00 0.00 -0.01 -0.003
C 11.233 -4.950 8.149 0.00 -0.02 0.01 -0.331
C 11.078 -5.417 6.870 0.00 0.00 -0.01 -0.158
C 11.769 -6.657 6.783 0.00 0.01 0.00 -0.665
C 12.321 -6.902 8.012 0.00 0.00 0.00 -0.461
H 12.261 -5.775 9.796 0.00 0.00 0.00 0.186
H 10.864 -4.056 8.619 -0.02 -0.01 0.01 0.236
H 10.530 -4.923 6.086 0.00 0.00 0.00 0.422
H 11.852 -7.294 5.919 0.00 0.00 0.00 0.380
H 12.917 -7.725 8.367 0.00 0.00 0.00 0.376
N 0.903 -0.630 -8.522 -0.02 -0.02 -0.01 0.072
C 1.124 -0.509 -7.177 -0.01 0.01 0.01 -0.319
C 2.465 -0.303 -6.993 0.00 0.01 -0.01 -0.522
C 3.075 -0.304 -8.277 0.00 0.00 0.00 -0.461
C 2.085 -0.511 -9.199 0.02 0.03 0.03 -0.467
H 0.012 -0.809 -8.943 0.00 -0.06 0.01 0.189
H 0.315 -0.594 -6.471 0.00 -0.03 0.00 0.371
H 2.958 -0.175 -6.044 0.00 0.00 0.00 0.398
H 4.121 -0.172 -8.497 0.00 0.00 0.00 0.386
H 2.124 -0.582 -10.273 0.00 0.00 0.00 0.374
N -6.981 -3.698 3.009 0.01 0.00 -0.01 -0.029
C -6.510 -2.610 2.329 -0.02 0.05 -0.01 -0.504
C -5.167 -2.796 2.126 0.02 0.03 -0.01 0.068
C -4.817 -4.047 2.705 0.00 0.00 -0.01 -0.902
C -5.960 -4.576 3.242 0.00 -0.01 0.00 -0.460
H -7.933 -3.832 3.294 0.00 0.00 0.00 0.186
H -7.161 -1.799 2.049 0.00 0.01 0.01 0.447
H -4.507 -2.114 1.614 0.01 0.00 0.00 0.445
H -3.843 -4.505 2.723 0.00 0.00 0.00 0.381
H -6.129 -5.502 3.764 0.00 0.00 0.00 0.383
```
Forces are in eV/Å.

---

The following is a quantum chemistry calculation of one molecule with the formula C13H19N5O5, from the Open Molecules 2025 dataset.

## Properties
- F_max (hartree/bohr) = 0.1188
- LUMO level (eV) = 0.4
- SMILES = CNC(=O)[C@@H](CC(=O)O)NC(=O)[C@@H](Cc1cnc[nH]1)NC(C)=O
- spin multiplicity = 1

The geometry in XYZ format:
```
42
Properties=species:S:1:pos:R:3:forces:R:3:mulliken_charge:R:1
C -0.712 -1.970 4.152 1.45 1.79 0.75 -0.853
N -1.593 -0.986 3.603 0.33 1.20 1.79 -0.090
C -1.989 -0.829 2.365 -1.27 -0.53 -1.98 0.083
O -2.905 -0.071 2.112 -0.11 0.64 -0.72 -0.691
C -1.447 -1.769 1.199 -1.84 1.63 -0.37 -0.124
C -2.638 -2.658 0.711 0.55 1.44 -1.60 -0.983
C -2.274 -3.721 -0.278 0.90 -4.94 1.46 0.491
O -2.107 -4.955 -0.066 -0.61 3.60 0.32 -0.638
O -2.144 -3.308 -1.500 0.42 0.28 -2.55 -0.412
N -1.053 -0.951 0.059 -1.62 -1.52 -0.41 -0.089
C -0.095 -0.083 0.036 4.91 3.59 0.60 -0.074
O 0.712 0.154 0.979 -1.94 -0.82 -0.83 -0.855
C 0.170 0.748 -1.313 -0.63 -3.52 0.32 0.275
C -0.367 2.148 -1.314 0.76 1.06 1.27 -0.631
C 0.592 3.074 -0.660 1.96 0.94 -1.41 0.046
C 1.406 3.989 -1.330 -1.02 -0.75 3.71 -0.450
N 2.241 4.580 -0.400 0.38 0.08 1.04 -0.711
C 1.998 3.984 0.785 1.17 1.04 -1.78 -0.172
N 1.045 3.068 0.642 -1.16 -0.21 -1.02 0.002
N 1.640 0.610 -1.706 -0.91 1.04 1.55 -0.102
C 2.079 0.242 -2.928 2.32 0.17 1.25 0.710
C 3.549 0.381 -3.280 -1.47 1.21 -2.31 -1.363
O 1.380 -0.241 -3.729 -3.38 -1.80 -3.37 -0.595
H -1.219 -2.842 3.871 0.14 -2.24 0.73 0.366
H 0.253 -1.872 3.632 -0.06 -0.39 0.36 0.252
H -0.540 -1.717 5.267 -0.50 -1.01 -1.88 0.284
H -2.057 -0.374 4.261 -0.08 0.01 -0.30 0.280
H -0.658 -2.346 1.582 1.26 -0.94 0.11 0.781
H -2.968 -3.120 1.566 -1.27 -1.24 1.83 0.549
H -3.462 -2.076 0.199 0.96 -0.17 1.02 0.414
H -1.902 -4.115 -2.046 -0.33 1.15 0.77 0.350
H -1.558 -1.117 -0.807 0.14 0.08 0.33 0.365
H -0.525 0.171 -1.981 1.45 0.47 -0.42 0.431
H -1.284 2.369 -0.767 -0.58 -1.06 -0.37 0.289
H -0.462 2.411 -2.359 -0.17 0.47 -0.13 0.444
H 1.238 4.285 -2.321 0.35 0.56 -1.14 0.474
H 2.502 4.094 1.763 -0.21 0.28 -1.03 0.357
H 0.959 2.303 1.253 -0.62 -1.14 0.90 0.233
H 2.385 1.055 -1.161 -1.14 -0.05 0.30 0.253
H 4.199 0.249 -2.538 2.42 -1.37 3.46 0.488
H 3.747 1.449 -3.401 -0.22 0.16 -0.96 0.329
H 3.865 -0.246 -4.153 -0.71 0.83 0.74 0.287
```
Forces are in eV/Å.